Record 1
An isolated ion of composition C6H10O and charge -1, computed with ωB97M-V/def2-TZVPD.

Results
Frontier orbital gap (alpha / beta): 4.19 / 5.74 eV
Charge: -1
E_LUMO (alpha / beta): 4.019 / 3.998 eV
Multiplicity: 2

XYZ file:
```
17
Properties=species:S:1:pos:R:3:mulliken_charge:R:1
C -2.11 0.47 -1.14 -1.274
C -0.95 0.22 -0.20 0.670
C -0.18 -0.89 -0.23 -0.104
C 1.02 -1.14 0.59 -1.051
C 2.27 -1.48 0.08 -0.477
O 3.35 -0.52 0.33 -0.543
C -0.64 1.34 0.77 -1.290
H -1.84 1.07 -2.02 0.223
H -2.88 1.03 -0.60 0.319
H -2.54 -0.49 -1.46 0.342
H -0.35 -1.65 -0.99 0.219
H 1.08 -0.79 1.62 0.400
H 2.73 -2.32 -0.43 0.364
H 2.82 0.24 0.64 0.290
H 0.16 1.98 0.38 0.213
H -1.51 1.99 0.89 0.389
H -0.44 0.96 1.77 0.310
```

---

Record 2
A 2-piece molecular cluster, CH7IN3 overall, computed with ωB97M-V/def2-TZVPD.

Results
Frontier orbital gap: 10.10 eV
Charge: +1
E_LUMO: -3.800 eV

XYZ file:
```
12
Properties=species:S:1:pos:R:3:mulliken_charge:R:1
C 0.91 -0.99 -0.09 0.526
N -0.27 -0.42 -0.11 -0.461
N 1.26 -2.27 -0.13 -0.349
N -1.19 2.07 0.07 -0.843
I 2.50 0.24 0.65 0.123
H -0.49 0.83 -0.14 0.437
H -1.09 -0.90 -0.20 0.182
H 2.14 -2.69 -0.18 0.214
H 0.49 -2.93 -0.22 0.214
H -1.87 2.03 -0.76 0.345
H -0.72 3.02 0.17 0.304
H -1.68 2.01 0.93 0.309
```

---

Record 3
C29H36FHfN10O5Si as an isolated structure, computed with ωB97M-V/def2-TZVPD.

Results
Frontier orbital gap: 6.47 eV
Charge: +1
E_LUMO: -2.970 eV

XYZ file:
```
83
Properties=species:S:1:pos:R:3:mulliken_charge:R:1
Hf -0.99 -0.80 1.84 0.088
C 2.79 1.46 -10.77 -0.814
O 3.63 2.05 -9.81 -0.416
C 3.31 1.98 -8.51 0.754
C 4.26 2.50 -7.61 -0.655
C 4.07 2.41 -6.26 -0.274
C 2.90 1.83 -5.74 0.139
C 1.93 1.36 -6.64 -0.035
C 2.13 1.43 -8.00 -0.791
N 2.78 1.76 -4.38 -0.689
N 1.73 1.18 -3.94 0.349
C 1.57 0.95 -2.62 -0.112
C 2.58 0.93 -1.65 -0.779
C 2.32 0.56 -0.34 -0.772
C 1.05 0.19 0.09 0.370
O 0.76 -0.14 1.33 -0.591
C 0.00 0.16 -0.89 -0.018
N -1.23 -0.24 -0.46 0.323
C -2.22 -0.24 -1.34 -0.423
C -2.06 0.14 -2.68 -1.217
C -0.82 0.52 -3.13 -0.288
C 0.26 0.55 -2.23 0.868
H 3.30 1.58 -11.72 0.236
H 1.82 1.97 -10.82 0.328
H 2.64 0.40 -10.57 0.344
H 5.15 2.94 -8.02 0.420
H 4.82 2.77 -5.57 0.434
H 1.02 0.93 -6.25 0.299
H 1.36 1.06 -8.66 0.396
H 3.57 1.21 -1.95 0.533
H 3.12 0.56 0.38 0.574
H -3.19 -0.54 -0.98 0.559
H -2.91 0.11 -3.35 0.466
H -0.64 0.81 -4.15 0.483
C -3.82 3.99 3.07 -1.066
N -2.70 3.33 2.42 0.189
C -1.68 4.17 1.84 -1.071
C -2.54 1.99 2.47 0.340
N -1.54 1.34 1.96 -0.179
N -3.56 1.29 3.09 0.035
C -3.52 0.02 3.62 0.119
N -4.70 -0.40 4.13 -0.450
N -2.42 -0.66 3.68 -0.363
H -3.62 5.06 3.10 0.341
H -3.95 3.65 4.10 0.390
H -4.75 3.83 2.51 0.317
H -2.12 5.13 1.58 0.372
H -1.27 3.74 0.93 0.361
H -0.86 4.34 2.55 0.341
H -0.78 1.94 1.64 0.145
H -4.47 1.74 3.09 0.267
H -5.55 0.09 3.91 0.174
H -4.82 -1.39 4.28 0.267
H -2.52 -1.51 4.24 0.312
C 0.40 -5.23 2.45 -1.243
Si 0.91 -3.42 2.15 0.195
C 0.61 -3.03 0.30 -0.738
C 2.76 -3.23 2.59 -1.206
N 0.00 -2.19 3.00 0.336
C 0.26 -1.91 4.31 0.217
C 0.56 -2.88 5.29 -0.409
C 0.82 -2.53 6.60 -0.877
C 0.80 -1.21 7.01 -0.560
C 0.52 -0.22 6.08 -0.938
C 0.26 -0.59 4.78 0.870
F 0.02 0.41 3.82 0.015
H 0.94 -5.88 1.77 0.391
H -0.66 -5.40 2.29 0.358
H 0.64 -5.57 3.45 0.379
H 0.52 -3.94 -0.27 0.660
H 1.44 -2.47 -0.12 0.282
H -0.31 -2.45 0.15 0.160
H 3.40 -3.81 1.94 0.447
H 2.95 -3.56 3.61 0.363
H 3.07 -2.19 2.53 0.310
H 0.56 -3.91 5.00 0.364
H 1.03 -3.31 7.32 0.427
H 1.02 -0.94 8.03 0.405
H 0.51 0.82 6.35 0.491
O -4.08 -2.35 2.31 -0.740
N -3.18 -1.85 1.70 1.466
O -3.27 -0.72 1.23 -0.661
O -2.13 -2.46 1.50 -0.692
```

---

Record 4
An isolated ion of composition CHN3O2P and charge -1, computed with ωB97M-V/def2-TZVPD.

Results
Frontier orbital gap: 8.45 eV
Charge: -1
E_LUMO: 3.960 eV
SMILES: N#CN1N[P@@]1(=O)[O-]

XYZ file:
```
8
Properties=species:S:1:pos:R:3:mulliken_charge:R:1
C -1.34 -2.11 -0.07 0.332
N -2.32 -2.67 -0.30 -0.552
N 0.23 -0.29 0.57 -0.527
N -0.14 -1.57 -0.13 -0.281
O 2.16 -0.31 -1.37 -0.652
O 2.55 -1.62 0.84 -0.642
P 1.70 -0.89 -0.10 1.068
H -0.16 0.48 0.02 0.253
```

---

Record 5
A 2-piece molecular cluster, C21H18Br2N2O3 overall, computed with ωB97M-V/def2-TZVPD.

Results
Frontier orbital gap: 6.73 eV
E_LUMO: -0.935 eV
SMILES: COc1ccc(C=C2C=C(Br)C(=O)C(Br)=C2)cc1.CC(=O)Nc1ccncc1

XYZ file:
```
46
Properties=species:S:1:pos:R:3:mulliken_charge:R:1
C -5.80 3.43 2.44 -0.806
O -5.33 2.38 1.57 -0.435
C -4.04 1.96 1.64 0.839
C -3.06 2.52 2.51 -0.422
C -1.74 2.12 2.39 -0.829
C -1.33 1.16 1.41 0.096
C 0.05 0.82 1.22 -0.496
C 1.12 1.69 1.47 0.666
C 2.47 1.19 1.60 -0.394
C 3.55 2.02 1.68 -0.333
Br 5.31 1.35 1.84 -0.153
C 3.41 3.50 1.66 0.712
O 4.38 4.26 1.69 -0.647
C 2.00 3.99 1.62 -0.468
Br 1.74 5.86 1.69 -0.166
C 0.95 3.13 1.51 -0.360
C -2.36 0.51 0.66 -0.419
C -3.66 0.93 0.74 -0.634
H -6.84 3.55 2.15 0.245
H -5.74 3.13 3.49 0.330
H -5.25 4.36 2.27 0.337
H -3.33 3.27 3.25 0.369
H -0.99 2.52 3.06 0.648
H 0.28 -0.20 0.94 0.651
H 2.63 0.11 1.61 0.434
H -0.04 3.56 1.45 0.655
H -2.07 -0.30 -0.01 0.382
H -4.44 0.49 0.12 0.424
C 2.30 -5.96 -4.63 -1.136
C 1.84 -5.29 -3.36 0.740
O 1.48 -5.91 -2.37 -0.603
N 1.85 -3.91 -3.44 -0.147
C 1.49 -3.00 -2.45 0.694
C 1.52 -1.62 -2.75 -0.711
C 1.15 -0.71 -1.76 -0.600
N 0.78 -1.09 -0.52 -0.322
C 0.76 -2.41 -0.24 -0.668
C 1.11 -3.40 -1.16 -0.297
H 3.05 -5.36 -5.16 0.316
H 2.72 -6.93 -4.38 0.348
H 1.44 -6.13 -5.29 0.267
H 2.14 -3.52 -4.34 0.196
H 1.81 -1.28 -3.73 0.314
H 1.15 0.36 -1.97 0.453
H 0.46 -2.68 0.78 0.401
H 1.07 -4.45 -0.89 0.529
```

---

Record 6
A 2-piece molecular cluster, C4H10N2O3S overall, computed with ωB97M-V/def2-TZVPD.

Results
Frontier orbital gap: 9.76 eV
E_LUMO: 0.464 eV
SMILES: N[C@@H](CO)C(=O)O.C=NS

XYZ file:
```
20
Properties=species:S:1:pos:R:3:mulliken_charge:R:1
C 3.32 0.85 -3.13 -0.201
C -1.12 -0.23 1.43 0.545
C -1.98 0.64 0.61 0.304
C -0.13 -0.78 0.45 -0.721
H 2.35 1.04 0.28 0.145
H 3.46 0.10 -3.89 0.276
H 3.67 1.92 -3.31 0.179
H -2.19 -2.02 1.52 0.227
H -1.37 -1.61 2.84 0.325
H -0.52 0.23 2.25 0.347
H 0.40 0.13 0.19 0.105
H 0.42 -1.57 0.86 0.563
H -0.85 -0.63 -1.23 0.386
H -3.25 0.13 1.72 0.439
N 2.80 0.58 -1.98 -0.278
N -2.02 -1.19 2.16 -0.860
O -1.55 1.28 -0.34 -0.628
O -0.86 -1.41 -0.63 -0.594
O -3.24 0.71 0.95 -0.469
S 2.68 1.82 -0.75 -0.092
```

---

Record 7
An isolated molecule of C4H4ClNO5P2, computed with ωB97M-V/def2-TZVPD.

Results
Frontier orbital gap: 7.89 eV
E_LUMO: -2.108 eV
SMILES: NP(O)C1=C(P(O)Cl)C(=O)OC1=O

XYZ file:
```
17
Properties=species:S:1:pos:R:3:mulliken_charge:R:1
N 0.61 -2.06 1.53 -0.697
P 0.75 -1.57 -0.23 0.298
O 0.29 -2.96 -1.15 -0.502
C -0.56 -0.15 -0.22 0.063
C -0.27 1.30 -0.32 0.287
P 1.38 2.25 -0.75 0.307
O 2.41 2.23 0.65 -0.443
Cl 2.34 1.06 -2.29 -0.223
C -1.68 1.98 0.21 0.424
O -1.76 2.75 1.32 -0.480
O -2.71 1.22 -0.48 -0.245
C -2.19 -0.18 -0.25 0.408
O -3.07 -1.12 -0.58 -0.495
H -0.38 -1.84 1.86 0.299
H 1.18 -1.37 2.09 0.308
H 0.82 -2.85 -2.00 0.351
H 2.84 1.32 0.61 0.339
```

---

Record 8
BrClFHN3O as an isolated structure, computed with ωB97M-V/def2-TZVPD.

Results
Frontier orbital gap (alpha / beta): 7.73 / 7.95 eV
Charge: -1
E_LUMO (alpha / beta): 3.649 / 3.317 eV
Multiplicity: 3

XYZ file:
```
8
Properties=species:S:1:pos:R:3:mulliken_charge:R:1
N -1.77 -1.70 -0.59 0.795
N -1.97 -1.94 0.48 -0.263
N -1.86 0.85 0.39 -0.333
O -1.69 -1.47 -1.68 -0.544
F 3.23 0.07 -0.42 -0.405
Cl 1.76 1.50 1.54 -0.822
Br -0.65 1.96 0.14 0.255
H 2.95 0.74 0.14 0.317
```

---

Computed DFT total energy (hartree) in order:
-309.74160 -504.01405 -2487.73227 -694.88238 -6294.25615 -891.77071 -1728.55737 -3374.08675
Computed largest force on an atom (eV/Å) in order:
1.66 3.99 4.57 2.24 2.70 3.78 9.56 6.09